The following is a quantum chemistry calculation of a molecular structure, C22H35HgNO32PS6, from the OMol25 dataset.

Geometry (Å):
Hg 3.094446 0.905939 1.720279
P 0.888296 0.796679 0.489349
O 1.427536 2.187359 0.960269
O 1.029616 0.008319 1.852499
O 2.268346 0.320559 -0.194901
O -0.435374 0.700949 -0.363461
C 1.715446 1.851029 -3.078251
C 0.931156 2.915029 -2.275631
O 0.370146 3.667749 -3.350501
S 1.395746 3.773209 -4.636771
O 2.089226 5.072159 -4.606911
O 0.693166 3.412369 -5.870891
O 2.346826 2.544579 -4.121491
H 1.152026 0.966429 -3.375161
H 2.454796 1.452519 -2.383521
H 1.648216 3.414379 -1.624041
H 0.133766 2.522069 -1.644861
C -0.647564 3.320939 2.779999
C 0.056456 2.343149 3.685989
O 0.120586 2.927629 4.918219
S -1.337344 3.621499 5.181319
O -1.151204 4.760699 6.079189
O -2.216404 2.583409 5.648839
O -1.536694 4.121829 3.606769
H -1.225894 2.748499 2.054779
H 0.107116 3.937699 2.291989
H 1.099396 2.179919 3.414449
H -0.514654 1.415779 3.729789
C 6.200966 -0.658841 -2.498581
C 5.075946 -1.319361 -1.754391
O 5.561556 -2.430611 -1.090851
S 7.189916 -2.218991 -0.753341
O 7.887756 -3.433651 -1.091581
O 7.321856 -1.834111 0.657269
O 7.394866 -1.026751 -1.860551
H 5.978186 0.397359 -2.649951
H 6.201306 -1.136211 -3.478491
H 4.192076 -1.536651 -2.354111
H 4.548366 -0.795091 -0.957591
C 0.886126 -2.958501 0.460689
C 0.622366 -2.634291 -0.953571
O 0.024646 -3.831031 -1.387961
S 0.772466 -5.100841 -0.770981
O 1.795376 -5.435061 -1.779831
O -0.084024 -6.193501 -0.348831
O 1.554706 -4.193341 0.422099
H 0.002456 -3.027511 1.095089
H 1.510966 -2.203621 0.937999
H 1.572976 -2.495481 -1.468531
H -0.037434 -1.771801 -1.047831
C -2.772694 -1.686141 0.902429
C -2.053774 -1.337181 2.115399
O -2.312964 -2.221301 3.123569
S -3.026084 -3.576131 2.530469
O -4.461844 -3.502571 2.864469
O -2.224054 -4.753881 2.815269
O -2.835344 -3.112751 0.926219
H -2.187754 -1.416121 0.023199
H -3.744784 -1.193051 0.906459
H -2.107474 -0.286791 2.401559
H -0.985454 -1.416441 1.914179
C -3.639284 1.265939 -1.244601
C -2.729914 2.522759 -1.186531
O -3.678664 3.601659 -1.141601
S -4.754344 3.303689 0.048039
O -5.955024 3.964949 -0.189361
O -4.132114 3.489519 1.406339
O -4.732774 1.710949 -0.463961
H -3.032764 0.444679 -0.862811
H -3.914934 1.050339 -2.276901
H -2.054184 2.580629 -2.039841
H -2.108524 2.436659 -0.295151
C -2.449064 -1.561901 -3.204381
C -3.319134 -1.777581 -4.244201
C -3.419494 -0.883311 -5.298951
C -2.574554 0.216319 -5.399151
C -1.717124 0.430909 -4.273031
C -1.584254 -0.485181 -3.254251
N -2.623384 1.205479 -6.491841
O -1.623374 1.931139 -6.701741
O -3.616114 1.157529 -7.252761
H -2.375904 -2.291311 -2.411281
H -3.967204 -2.638541 -4.172341
H -4.076604 -1.139741 -6.116781
H -1.048354 1.276429 -4.338271
H -0.858174 -0.261231 -2.486751
O 2.987386 0.418189 4.187589
C 2.126566 -0.211321 4.762199
O 1.432766 0.406479 5.861859
C 0.521666 -0.447901 6.537699
C 0.279546 -1.578941 5.578609
C 1.479386 -1.575191 4.520679
H -0.413034 0.016449 6.852069
H 1.048126 -0.787791 7.429549
H -0.667014 -1.455401 5.052429
H 0.427166 -2.567721 6.012919
H 1.119296 -1.609061 3.492439
H 2.225026 -2.290691 4.867359

Forces on the atoms, in the same order (eV/Å):
Hg 3.7248 0.5272 1.2129
P 1.4894 -0.0618 0.0152
O -2.6030 1.8924 -0.8589
O -2.9736 -1.3403 -0.3172
O -1.9241 -1.3613 -2.8072
O 1.8598 -0.1451 1.3832
C -0.1040 -0.9414 2.8858
C 0.7695 -1.5113 -0.5639
O 0.2612 1.2853 -1.5931
S -0.6452 1.0505 -0.2198
O -0.9889 -2.9344 0.0756
O 1.3147 0.5046 2.4834
O -0.2379 1.5653 -1.4611
H -0.3733 0.3466 -0.6059
H 0.3469 0.0244 -0.1618
H -0.2036 0.6890 -0.2420
H 0.0611 -0.1431 -0.2651
C 0.3465 -0.2745 -0.9144
C 0.6954 -1.3706 -1.4975
O -1.6777 2.2082 2.7586
S 1.8802 1.1692 1.0751
O -0.4468 -1.5262 -1.9317
O -0.1081 0.6284 -1.0957
O 0.0332 -0.9358 2.2547
H -0.0685 0.4355 -0.1063
H -0.4489 0.2952 -0.0265
H -0.4579 -0.2920 -0.4827
H 0.2542 -0.3096 0.0295
C -1.6585 -0.7655 -1.2936
C -2.5891 1.3822 1.3275
O 3.2146 -1.7061 0.2768
S -1.8268 -1.1530 2.2324
O -0.4210 1.4699 -0.6415
O -0.1410 0.3435 -3.1434
O 1.1650 -0.4526 1.7646
H 0.7771 0.1433 0.5376
H 0.3616 0.1506 -0.2600
H 0.4746 -0.6577 -0.6650
H 0.5039 1.3166 0.0074
C 0.4426 1.7200 1.7740
C 0.4196 0.9764 0.4705
O -1.7752 -1.7762 -0.5321
S 2.9990 -0.3920 -1.9787
O -1.5926 0.2325 2.2037
O 0.7696 2.3137 0.0346
O -0.9641 -2.7510 -1.1027
H -0.3167 -0.1719 -0.2927
H 0.3115 -0.0465 -0.0982
H -0.0953 0.2664 -0.1664
H -0.0364 -0.1674 -0.2689
C -0.8464 0.1716 -1.1102
C 3.7760 2.4896 -0.6369
O -1.7823 -2.9238 1.5897
S -1.1938 0.6888 -0.4062
O 3.1062 -0.5378 -0.6099
O -1.4356 2.0185 -0.5335
O -0.4518 -1.2889 1.8623
H -0.1386 0.1534 0.0483
H -0.4168 -0.4801 -0.3790
H -0.7546 -0.0957 0.3336
H 0.2731 0.0866 -0.1317
C 1.7002 1.9466 -0.3849
C 0.0360 -1.1887 -0.0390
O -0.1687 1.2929 0.8941
S 6.0625 -1.9518 1.7838
O -1.8055 0.3245 -0.8326
O -1.7302 -1.1029 -4.0665
O -2.2904 -0.1539 1.9452
H -0.6057 -0.0786 0.5424
H -0.5832 0.0296 0.1176
H -0.4185 0.5099 -0.0833
H -0.0819 0.4132 0.1133
C 0.6500 -0.4165 0.0704
C -0.4777 0.1607 0.2829
C -0.0210 -0.0892 -1.3997
C 0.4022 0.0198 2.8065
C 0.2005 0.4284 -2.3144
C -0.2602 0.6960 0.0647
N 0.6356 0.2900 -2.1894
O -2.4183 -1.5979 0.9501
O 1.5317 0.2039 1.5344
H -0.0224 -0.0424 0.1656
H -0.1218 -0.0283 -0.3361
H -0.1882 0.2442 -0.0615
H 0.0279 0.2285 0.1298
H 0.0178 -0.0733 0.3581
O -1.0991 -1.3601 1.7501
C -1.1346 1.5647 0.6196
O 1.0946 0.3884 -1.2551
C 0.9999 -0.6506 -0.1255
C 1.1095 -1.2286 -1.6667
C -0.5872 1.6042 1.6930
H 0.2560 0.5792 -0.3105
H -0.1269 -0.1139 0.2673
H 0.0351 -0.3325 0.1336
H -1.0073 0.0653 0.3825
H 0.5008 -0.2609 -0.0572
H -0.0450 -0.3516 -0.7180

Values from the calculation:
Kohn-Sham gap (spin up / spin down) = 0.15585 / 0.21612 Eh
electronic energy = -6205.4928 Ha
HOMO level (spin up / spin down) = -1.8439 / -3.4840 eV
net charge = -2
LUMO energy (spin up / spin down) = 0.0881 / 0.0881 Ha
spin multiplicity = 2


The following is a quantum chemistry calculation of a molecular structure, C29H46P2SeZr, from the OMol25 dataset.

Geometry (Å):
Zr -0.173719 -1.197490 1.232976
C 2.508915 -0.845892 2.013519
C 1.557062 -0.114079 2.774320
C 0.942101 -2.360839 2.825624
C 2.079731 -2.207815 1.956995
C 0.579034 -1.038033 3.320613
C 3.841311 -0.354495 1.572136
H 3.846659 0.708184 1.316366
H 4.216649 -0.891768 0.694404
H 4.622148 -0.475132 2.342868
C 2.900939 -3.331334 1.434553
H 3.685877 -2.997504 0.747960
H 2.269041 -4.014549 0.865384
H 3.385955 -3.926602 2.226232
C 0.242199 -3.644144 3.078197
H 0.849189 -4.263500 3.753379
H 0.082547 -4.257437 2.177028
H -0.748653 -3.504890 3.521594
C -0.724254 -0.658183 3.921901
H -0.647399 -0.706976 5.013365
H -1.563561 -1.316004 3.654992
H -1.066542 0.359951 3.698293
C 1.681968 1.308428 3.169418
H 2.000061 1.374420 4.222586
H 0.744426 1.873176 3.096708
H 2.431167 1.856635 2.585858
C 1.169415 0.266966 -2.408181
C 2.055226 0.896590 -1.603241
C 1.809325 2.030943 -0.660064
C 0.392602 2.329725 -0.003361
C -0.566617 1.277452 0.461796
C -1.777316 0.929708 -0.410799
C -1.430470 0.167899 -1.718960
C -0.257451 0.718550 -2.586615
H 2.105861 3.020367 -1.112936
H -0.047682 3.069504 -0.724975
H 2.494305 1.864638 0.195300
H -0.239424 1.829531 -2.408097
H 1.368097 -0.753447 -2.714662
H 2.918976 0.291942 -1.320578
H -0.538145 0.544069 -3.644289
H -1.365284 -0.913531 -1.531679
H -2.388531 0.240789 0.219460
H -2.328214 0.217688 -2.350167
H 0.619686 3.011816 0.852964
H -0.905296 1.546517 1.489470
P -1.324041 3.580991 -2.397290
C -1.207543 3.544611 -4.218145
C -1.393896 5.353182 -1.963116
P -3.101376 2.167620 -0.408252
C -3.028709 2.964766 -2.048184
C -3.060282 3.489014 0.838673
C -4.727650 1.387504 -0.359801
H -1.629042 2.601589 -4.605520
H -0.136184 3.626124 -4.480319
H -1.763597 4.415325 -4.597327
H -2.039980 5.842924 -2.704603
H -0.356912 5.709174 -2.054554
H -1.764837 5.508853 -0.933828
H -5.424434 2.006332 -0.954413
H -5.048784 1.343489 0.694294
H -4.692738 0.368700 -0.778441
H -3.357792 2.290253 -2.854924
H -3.663810 3.871810 -2.019374
H -3.692930 3.161696 1.667131
H -3.473064 4.409610 0.392055
H -2.045941 3.680801 1.207462
Se -1.382290 -3.165229 -0.049181
C 0.187977 -4.138020 -0.712652
C 0.279719 -5.436273 -0.209013
C 1.360329 -6.255075 -0.537731
C 2.359874 -5.776998 -1.398722
C 2.237179 -4.503989 -1.966609
C 1.134685 -3.685511 -1.653018
H -0.511667 -5.799972 0.450556
H 1.410452 -7.252811 -0.133200
H 3.218921 -6.412712 -1.645377
H 3.003261 -4.156135 -2.671924
H 1.003188 -2.703489 -2.132309

Forces on the atoms, in the same order (eV/Å):
Zr 0.6123 2.0609 -2.2967
C -0.9532 0.0893 0.5079
C -0.1375 -0.5688 0.2182
C 0.3995 0.7182 -0.0569
C -0.2986 0.1207 1.2851
C 1.6696 -0.5801 -0.9954
C 0.4909 0.3211 -0.6844
H -0.1110 -0.1330 0.0726
H -0.1689 0.0554 0.1382
H -0.5223 -0.1348 0.0075
C 0.0201 -0.5466 -0.6681
H -0.1893 0.0324 0.1948
H 0.0942 -0.1471 0.0688
H -0.2762 0.4009 -0.0528
C -0.2239 -1.1103 0.2293
H -0.2203 0.1628 0.0906
H 0.2679 0.3726 0.2896
H 0.1913 -0.0289 0.1231
C -0.4372 0.3119 0.4497
H -0.2739 -0.0961 -0.0276
H 0.0200 -0.3491 -0.0043
H 0.3859 0.0429 -0.0547
C 0.0851 0.8371 0.3730
H -0.0769 -0.0527 -0.2713
H 0.0992 -0.1810 -0.0078
H -0.2132 -0.2484 0.0366
C -0.5852 -0.2053 2.0018
C -1.2048 -1.7951 0.4572
C -0.0579 1.2300 0.7373
C 1.3020 1.6728 -0.4129
C 0.2886 -2.1361 1.2342
C 0.5339 -1.0083 1.5828
C -0.6127 0.3979 -0.7776
C 0.0822 1.1181 -0.4834
H -0.0394 -0.9172 0.3887
H -0.1001 -1.1183 0.8425
H -0.1419 0.1932 -0.5530
H -0.0134 -1.3582 -0.4820
H 0.4837 0.2022 -0.5102
H 0.3098 0.4039 -0.5957
H 0.0725 0.1601 0.4782
H 0.2966 0.3639 0.2354
H 0.2736 -0.6077 -0.1039
H 0.0864 -0.0259 -0.0919
H 0.1005 -0.6718 -0.3599
H -0.1156 -0.0279 -0.4249
P 0.4327 0.4950 -0.0608
C -0.2807 0.4599 0.0080
C -0.3816 -0.0769 -0.4734
P -0.3283 1.1447 -2.5948
C -0.4041 0.9559 0.0862
C 0.2016 -0.3081 0.0212
C -0.1076 -0.0841 0.4141
H 0.2637 0.4616 0.0559
H -0.5835 -0.0629 -0.0316
H 0.2075 -0.4088 -0.3414
H 0.1665 0.3638 0.4219
H -0.4279 0.1553 0.1119
H 0.2625 0.0077 -0.5163
H 0.2505 -0.3059 0.4073
H -0.1431 -0.1076 -0.4628
H 0.0121 0.3933 0.0966
H -0.0239 0.1534 0.4534
H -0.1915 -0.6146 -0.1430
H 0.0910 0.2084 0.0337
H 0.0921 -0.4600 0.1864
H -0.1957 -0.0403 -0.1720
Se 0.3721 0.5000 -0.2603
C 0.2031 -0.2749 -0.1550
C 0.1279 -0.1653 0.1923
C 0.0894 0.6340 -0.4162
C -0.1889 -0.0062 0.0879
C -0.2445 0.0441 0.0303
C -0.1376 0.1779 0.3417
H 0.3179 0.0042 -0.1756
H 0.0515 -0.1249 0.0299
H -0.4112 0.3265 0.0893
H -0.4503 -0.0929 0.3113
H 0.1660 -0.5718 0.2964

Values from the calculation:
Kohn-Sham gap = 0.22123 Eh
electronic energy = -4263.1673 Ha
HOMO level = -12.7797 eV
net charge = +2
LUMO energy = -0.2484 Ha
spin multiplicity = 1